{
  "formula": "C37H65BN6O5Rb",
  "method": "the ωB97M-V functional and the def2-TZVPD basis",
  "symbols": ["Rb", "C", "C", "O", "C", "C", "O", "C", "C", "O", "C", "C", "O", "H", "H", "H", "H", "H", "H", "H", "H", "H", "H", "H", "H", "H", "H", "H", "H", "C", "C", "C", "C", "C", "C", "C", "C", "C", "N", "N", "B", "N", "N", "C", "C", "C", "C", "C", "C", "C", "C", "C", "N", "N", "C", "C", "C", "C", "C", "C", "C", "C", "C", "H", "H", "H", "H", "H", "H", "H", "H", "H", "H", "H", "H", "H", "H", "H", "H", "H", "H", "H", "H", "H", "H", "H", "H", "H", "H", "H", "H", "H", "H", "H", "H", "H", "H", "H", "H", "H", "H", "H", "H", "H", "H", "H", "H", "H", "H", "C", "C", "O", "H", "H", "H"],
  "positions_angstrom": [[0.4883, -0.6219, -1.3926], [4.1343, 0.4359, -0.5981], [4.9947, -0.7035, -1.1128], [4.2226, -1.8703, -1.2343], [4.7540, -2.8105, -2.1455], [3.6854, -3.8438, -2.4543], [2.5162, -3.2723, -2.9693], [2.5725, -3.0112, -4.3626], [2.0092, -0.8030, -5.5551], [2.4011, 0.2952, -4.7466], [3.3171, -0.0390, -3.7346], [3.4286, 1.1450, -2.7725], [3.0646, 0.7955, -1.4423], [4.7952, 1.3021, -0.4346], [3.6786, 0.1672, 0.3558], [5.8333, -0.8531, -0.4146], [5.4293, -0.4364, -2.0855], [5.6397, -3.3088, -1.7223], [5.0673, -2.2919, -3.0602], [3.4027, -4.3491, -1.5300], [4.1094, -4.5980, -3.1360], [2.4879, -3.9715, -4.8948], [3.5537, -2.5911, -4.6222], [1.2396, -0.3887, -6.2082], [2.8624, -1.1187, -6.1848], [4.2977, -0.2893, -4.1803], [2.9603, -0.9003, -3.1638], [2.7165, 1.9031, -3.1037], [4.4291, 1.5951, -2.7767], [0.0567, -3.9733, -0.4603], [0.5888, -3.9394, 0.9719], [2.1173, -3.8948, 1.0005], [0.0049, -2.8273, 1.7970], [-0.3379, -2.8982, 3.1528], [-0.8099, -1.6445, 3.4716], [-1.2230, -1.2361, 4.8618], [-0.3258, -0.1433, 5.4395], [-2.7057, -0.9157, 5.0497], [-0.7682, -0.8903, 2.3424], [-0.2440, -1.6207, 1.3210], [-1.4334, 0.4969, 2.1113], [-0.4622, 1.6633, 1.7445], [0.1128, 1.7200, 0.5154], [0.6099, 2.9351, 0.3795], [0.3944, 3.6938, 1.5406], [-0.2998, 2.8516, 2.3849], [-0.7846, 3.1834, 3.7694], [-1.6811, 4.4219, 3.7552], [0.3973, 3.3948, 4.7186], [1.2222, 3.3745, -0.9159], [2.6168, 3.9628, -0.7180], [0.3079, 4.3703, -1.6323], [-2.5671, 0.4336, 1.0484], [-2.3296, 0.0004, -0.2175], [-3.4550, 0.1676, -0.8924], [-4.4505, 0.7132, -0.0726], [-3.8427, 0.8848, 1.1542], [-4.4644, 1.4726, 2.3876], [-5.1319, 2.8113, 2.0661], [-5.4796, 0.5060, 3.0009], [-3.5838, -0.2151, -2.3400], [-2.3709, 0.2114, -3.1621], [-3.8261, -1.7180, -2.4911], [0.3600, -4.8904, -0.9694], [0.4525, -3.1517, -1.0542], [-1.0318, -3.9076, -0.4732], [0.2780, -4.8675, 1.4690], [2.4917, -3.0177, 0.4686], [2.5404, -4.7820, 0.5230], [2.4859, -3.8515, 2.0276], [-0.2465, -3.7416, 3.8180], [-1.0353, -2.1456, 5.4451], [-0.4098, 0.7699, 4.8551], [0.7203, -0.4516, 5.4263], [-0.6091, 0.0843, 6.4703], [-2.9734, 0.0526, 4.6294], [-2.9390, -0.8943, 6.1172], [-3.3342, -1.6717, 4.5779], [-1.9270, 0.7845, 3.1533], [0.6893, 4.7118, 1.7362], [-1.3789, 2.3509, 4.1381], [-1.1274, 5.2951, 3.4034], [-2.0538, 4.6385, 4.7593], [-2.5342, 4.2815, 3.0940], [0.9964, 4.2461, 4.3886], [1.0488, 2.5206, 4.7406], [0.0507, 3.5935, 5.7356], [1.3086, 2.4802, -1.5339], [2.5701, 4.8637, -0.1009], [3.0636, 4.2364, -1.6768], [3.2737, 3.2483, -0.2220], [0.1819, 5.2758, -1.0334], [-0.6794, 3.9374, -1.7961], [0.7252, 4.6566, -2.6005], [-5.4621, 0.9667, -0.3460], [-3.6780, 1.6565, 3.1191], [-5.9711, 2.6700, 1.3817], [-4.4295, 3.4946, 1.5894], [-5.5143, 3.2816, 2.9756], [-6.2957, 0.3234, 2.2981], [-5.9041, 0.9157, 3.9207], [-5.0187, -0.4547, 3.2296], [-4.4676, 0.3132, -2.7191], [-1.5277, -0.4468, -2.9657], [-2.0793, 1.2378, -2.9321], [-2.5728, 0.1348, -4.2320], [-2.9681, -2.2709, -2.1045], [-3.9544, -1.9903, -3.5409], [-4.7115, -2.0335, -1.9357], [0.5623, -2.7891, -5.8462], [1.3985, -2.0251, -4.7904], [0.6654, -1.6277, -3.7446], [0.1624, -3.6944, -5.3867], [1.1423, -3.0733, -6.7335], [-0.2765, -2.1626, -6.1530]],
  "lowdin_charge": [0.88, -0.18, -0.20, -0.13, -0.19, -0.19, -0.14, -0.14, -0.15, -0.12, -0.20, -0.16, -0.24, 0.12, 0.14, 0.13, 0.12, 0.13, 0.11, 0.11, 0.13, 0.12, 0.10, 0.12, 0.12, 0.13, 0.10, 0.12, 0.13, -0.07, -0.36, -0.06, -0.30, 0.02, -0.22, -0.35, -0.05, -0.06, 0.05, 0.08, -0.47, 0.05, 0.09, -0.29, 0.02, -0.21, -0.37, -0.06, -0.07, -0.37, -0.06, -0.06, 0.05, 0.11, -0.29, 0.02, -0.21, -0.37, -0.07, -0.06, -0.37, -0.08, -0.06, 0.08, 0.00, 0.08, 0.13, 0.07, 0.07, 0.08, 0.10, 0.13, 0.04, 0.09, 0.08, 0.05, 0.08, 0.08, 0.08, 0.11, 0.09, 0.08, 0.08, 0.07, 0.08, 0.07, 0.08, 0.10, 0.08, 0.08, 0.07, 0.08, 0.08, 0.07, 0.10, 0.10, 0.07, 0.08, 0.07, 0.08, 0.08, 0.07, 0.13, 0.00, 0.08, 0.08, 0.08, 0.07, 0.07, -0.05, -0.67, -0.38, 0.08, 0.07, 0.07],
  "spin_multiplicity": 1,
  "lumo_energy_ev": 2.0095,
  "charge": -1,
  "max_force_ev_per_a": 0.5,
  "homo_lumo_gap_ev": 6.356,
  "total_energy_ev": -59937.6197
}